A 2-piece molecular cluster, C5H3Cl overall in a non-equilibrium geometry, computed with ωB97M-V with the def2-TZVPD basis set.

## Properties
**LUMO energy**: -1.624 eV
**Total energy**: -652.20264 Ha
**Spin multiplicity**: 1
**HOMO-LUMO gap**: 7.44 eV

```
9
Properties=species:S:1:pos:R:3:lowdin_charge:R:1
C 1.65 -1.94 -0.14 0.0496
C -0.36 2.48 -0.17 0.1644
C 0.79 -1.30 0.22 -0.0161
C -0.88 1.40 -0.07 -0.2851
C -1.28 0.30 0.66 -0.4499
Cl -2.48 -0.78 -0.07 0.5679
H 2.32 -2.55 -0.67 0.0231
H 0.20 3.39 -0.45 0.0715
H 0.04 -0.99 0.70 -0.1253
```